The following is a quantum chemistry calculation of C64H182AsF6N16O19 as an isolated structure in a non-equilibrium geometry, from the Open Molecules 2025 dataset.

Structure (ORCA input):
```
! wB97M-V def2-TZVPD RIJCOSX def2/J DEFGRID3
* xyz -1 1
As -0.291 -0.777 -0.367
F 1.212 -1.295 -1.180
F 0.686 0.148 0.858
F -1.849 -0.281 0.373
F -1.233 -1.680 -1.566
F -0.262 -2.272 0.710
F -0.286 0.581 -1.513
O -2.739 3.877 1.380
H -2.790 4.771 1.042
H -1.805 3.726 1.521
O 3.002 -4.758 0.820
H 2.835 -4.778 -0.123
H 3.002 -3.828 1.045
O -3.980 1.438 0.939
H -3.716 2.324 1.187
H -3.164 1.006 0.688
C 6.833 -1.421 -0.672
C 6.392 -1.438 -2.118
C 6.881 -2.658 -2.864
O 8.291 -2.656 -2.993
C 8.729 -3.786 -3.751
N 4.921 -1.327 -2.118
H 6.667 -2.372 -0.166
H 6.418 -0.585 -0.109
H 7.900 -1.198 -0.659
H 6.778 -0.548 -2.616
H 6.445 -2.715 -3.862
H 6.575 -3.591 -2.390
H 8.607 -4.704 -3.176
H 9.786 -3.691 -4.000
H 8.213 -4.022 -4.682
H 4.480 -0.453 -1.866
H 4.534 -2.008 -1.480
C 0.472 5.119 -3.642
C -0.551 5.670 -4.612
C -1.182 6.973 -4.053
O -1.958 6.687 -2.938
C -3.277 6.136 -3.257
N 0.221 5.950 -5.800
H 1.209 5.825 -3.261
H 0.979 4.340 -4.211
H -0.050 4.763 -2.754
H -1.343 4.959 -4.847
H -1.600 7.514 -4.902
H -0.387 7.639 -3.716
H -3.724 5.979 -2.275
H -3.287 5.241 -3.880
H -3.849 6.891 -3.797
H -0.330 6.239 -6.595
H 0.717 5.163 -6.192
C 1.459 2.769 3.205
C 0.445 3.822 2.812
C 0.885 5.299 2.937
O 1.916 5.662 2.026
C 2.804 6.757 2.414
N 0.049 3.453 1.464
H 1.020 1.781 3.347
H 2.004 3.078 4.097
H 2.206 2.674 2.417
H -0.400 3.735 3.495
H 1.193 5.389 3.979
H 0.061 5.997 2.788
H 3.175 6.384 3.369
H 2.370 7.738 2.607
H 3.571 6.738 1.639
H 0.217 2.460 1.389
H 0.724 3.890 0.852
C 2.156 -3.453 -3.823
C 2.462 -4.889 -3.281
C 3.854 -5.434 -3.743
O 3.949 -5.424 -5.161
C 5.242 -5.393 -5.598
N 2.213 -5.020 -1.829
H 3.062 -2.847 -3.802
H 1.419 -2.940 -3.205
H 1.885 -3.369 -4.875
H 1.783 -5.504 -3.873
H 4.114 -6.431 -3.389
H 4.523 -4.721 -3.262
H 5.310 -5.188 -6.667
H 5.897 -6.235 -5.374
H 5.778 -4.559 -5.145
H 1.229 -4.796 -1.858
H 2.250 -6.020 -1.692
C -7.849 3.516 -2.247
C -6.298 3.413 -2.093
C -5.811 3.838 -0.635
O -6.321 5.121 -0.240
C -5.749 5.637 0.942
N -5.961 2.086 -2.430
H -8.025 4.557 -2.517
H -8.375 3.234 -1.335
H -8.252 3.024 -3.132
H -5.823 4.021 -2.863
H -4.722 3.880 -0.649
H -6.115 3.173 0.174
H -4.746 6.016 0.746
H -5.490 4.852 1.653
H -6.470 6.288 1.435
H -4.960 1.994 -2.530
H -6.109 1.369 -1.735
C -3.703 1.933 -5.459
C -2.219 1.999 -5.234
C -1.803 1.906 -3.757
O -2.275 3.045 -3.050
C -2.122 2.872 -1.673
N -1.605 0.896 -5.944
H -4.273 2.692 -4.923
H -4.053 0.967 -5.097
H -4.053 1.994 -6.489
H -1.769 2.896 -5.659
H -0.716 1.922 -3.840
H -2.045 0.989 -3.220
H -2.674 1.981 -1.374
H -2.664 3.659 -1.149
H -1.087 2.798 -1.338
H -2.136 0.134 -5.547
H -0.662 0.805 -5.594
C -1.141 -6.391 5.547
C -0.484 -5.814 4.318
C -1.289 -4.631 3.831
O -2.686 -5.011 3.766
C -3.538 -3.935 3.690
N 0.960 -5.624 4.570
H -0.762 -7.311 5.992
H -2.215 -6.548 5.445
H -1.165 -5.594 6.290
H -0.635 -6.540 3.519
H -0.850 -4.194 2.934
H -1.147 -3.921 4.645
H -4.600 -4.163 3.604
H -3.247 -3.313 2.843
H -3.380 -3.282 4.549
H 1.054 -5.088 5.421
H 1.277 -4.879 3.966
C -1.122 -3.296 -5.172
C -2.665 -3.058 -5.060
C -3.441 -4.155 -4.317
O -4.842 -3.831 -4.338
C -5.603 -4.777 -3.614
N -2.828 -1.725 -4.411
H -1.078 -4.266 -5.667
H -0.584 -3.420 -4.232
H -0.527 -2.581 -5.738
H -2.991 -2.935 -6.093
H -2.956 -4.117 -3.341
H -3.252 -5.184 -4.622
H -5.349 -4.910 -2.562
H -5.656 -5.777 -4.045
H -6.644 -4.455 -3.653
H -3.781 -1.721 -4.076
H -2.201 -1.535 -3.642
C 2.753 -2.681 3.686
C 3.371 -1.658 2.732
C 4.916 -1.331 2.892
O 5.113 -0.911 4.243
C 6.496 -0.498 4.486
N 3.043 -2.107 1.364
H 3.065 -3.718 3.564
H 1.677 -2.765 3.532
H 2.965 -2.406 4.719
H 2.861 -0.715 2.932
H 5.286 -0.700 2.084
H 5.453 -2.257 2.686
H 6.507 0.098 5.398
H 6.863 0.098 3.651
H 7.152 -1.344 4.692
H 2.087 -1.894 1.117
H 3.384 -1.360 0.776
C -0.488 -0.517 8.236
C -1.522 -0.791 7.098
C -1.036 -0.517 5.623
O -2.098 -0.883 4.754
C -1.728 -0.893 3.340
N -1.722 -2.233 7.169
H -0.270 0.551 8.231
H 0.443 -1.079 8.160
H -0.807 -0.786 9.243
H -2.416 -0.198 7.286
H -0.245 -1.251 5.473
H -0.554 0.458 5.560
H -0.936 -1.629 3.199
H -1.312 0.052 2.992
H -2.594 -1.096 2.711
H -2.478 -2.419 6.525
H -2.157 -2.407 8.063
C -3.300 2.287 9.111
C -4.596 2.690 8.420
C -4.533 3.489 7.078
O -3.748 2.690 6.200
C -3.355 3.275 4.982
N -5.376 1.483 8.251
H -2.682 1.682 8.447
H -3.504 1.693 10.002
H -2.636 3.087 9.435
H -5.107 3.357 9.114
H -4.036 4.448 7.227
H -5.441 3.787 6.554
H -4.265 3.488 4.422
H -2.820 2.553 4.367
H -2.801 4.206 5.101
H -5.124 1.042 7.378
H -6.375 1.627 8.216
C -4.586 -2.001 -0.925
C -5.821 -1.568 -0.280
C -5.916 -1.982 1.256
O -7.289 -2.024 1.730
C -7.363 -2.132 3.160
N -6.018 -0.148 -0.321
H -4.726 -2.953 -1.436
H -3.741 -2.050 -0.238
H -4.314 -1.320 -1.732
H -6.612 -2.140 -0.764
H -5.290 -1.347 1.882
H -5.423 -2.942 1.409
H -8.377 -2.346 3.498
H -7.086 -1.223 3.694
H -6.788 -2.964 3.567
H -6.811 0.170 0.218
H -5.320 0.355 0.208
C 2.672 3.167 -7.949
C 1.640 2.206 -7.246
C 2.107 1.713 -5.910
O 1.096 0.900 -5.382
C 1.451 0.219 -4.171
N 0.376 2.953 -7.087
H 2.321 3.433 -8.946
H 3.655 2.697 -8.003
H 2.902 4.058 -7.365
H 1.556 1.307 -7.856
H 2.256 2.618 -5.321
H 3.056 1.179 -5.868
H 2.355 -0.359 -4.363
H 0.695 -0.485 -3.823
H 1.805 0.888 -3.386
H -0.071 3.085 -7.983
H -0.378 2.548 -6.550
C 2.738 2.807 -0.998
C 3.719 1.614 -1.264
C 5.101 2.151 -1.767
O 5.069 2.673 -3.132
C 5.081 1.543 -4.032
N 3.852 0.916 0.011
H 3.186 3.446 -0.237
H 1.805 2.399 -0.611
H 2.585 3.370 -1.918
H 3.294 0.884 -1.952
H 5.946 1.474 -1.636
H 5.333 2.967 -1.083
H 4.207 0.918 -3.848
H 5.945 0.904 -3.849
H 5.015 1.767 -5.096
H 4.190 1.500 0.763
H 2.929 0.652 0.325
C 5.719 2.424 3.092
C 5.366 3.901 2.998
C 6.525 4.912 3.270
O 7.101 4.696 4.532
C 6.321 4.726 5.712
N 4.835 4.051 1.673
H 4.899 1.715 2.975
H 6.133 2.226 4.081
H 6.507 2.134 2.398
H 4.516 4.113 3.647
H 6.245 5.960 3.163
H 7.320 4.788 2.535
H 6.827 4.762 6.676
H 5.684 3.850 5.833
H 5.716 5.633 5.696
H 5.667 4.400 1.219
H 4.198 4.814 1.494
C -1.125 -7.422 -2.146
C -0.624 -6.938 -0.775
C -1.455 -7.405 0.410
O -2.798 -6.897 0.308
C -3.059 -5.471 0.388
N 0.728 -7.451 -0.679
H -0.350 -7.222 -2.886
H -2.044 -6.850 -2.268
H -1.275 -8.498 -2.240
H -0.597 -5.851 -0.703
H -0.974 -7.238 1.374
H -1.500 -8.491 0.325
H -2.909 -4.996 -0.581
H -2.441 -4.997 1.151
H -4.121 -5.354 0.606
H 0.746 -8.459 -0.744
H 1.185 -7.207 0.188
*
```

Values from the calculation:
Kohn-Sham gap, eV: 8.12
Molecular weight, g mol⁻¹: 1669.163



The following is a quantum chemistry calculation of a 7-piece molecular cluster, C6H28BO6 overall in a non-equilibrium geometry, from the Open Molecules 2025 dataset.

Structure (ORCA input):
```
! wB97M-V def2-TZVPD RIJCOSX def2/J DEFGRID3
* xyz -1 1
B 0.420 0.366 0.040
H 0.982 -0.518 0.299
H 1.028 1.256 0.093
H 0.005 0.146 -0.931
H -0.340 0.377 0.806
C -2.497 -0.909 -2.106
O -1.162 -1.338 -2.199
H -2.956 -0.574 -1.175
H -2.441 0.058 -2.607
H -3.212 -1.542 -2.631
H -0.664 -0.696 -1.687
C -1.672 2.902 0.746
O -1.515 2.568 -0.648
H -1.847 3.966 0.902
H -2.474 2.268 1.122
H -0.760 2.635 1.281
H -1.157 1.678 -0.648
C -0.507 0.021 3.984
O 0.493 0.750 3.251
H -0.250 -0.149 5.030
H -1.469 0.507 3.822
H -0.571 -0.980 3.556
H 0.085 0.753 2.383
C -0.758 -3.338 0.473
O -1.433 -2.171 0.701
H 0.283 -3.147 0.211
H -0.603 -3.792 1.451
H -1.232 -4.065 -0.188
H -0.796 -1.472 0.534
C 0.876 1.723 -3.327
O 1.814 1.165 -2.378
H 1.395 2.568 -3.780
H 0.849 0.930 -4.075
H -0.152 1.826 -2.980
H 1.312 1.165 -1.560
C 3.708 -0.980 0.500
O 3.180 -0.304 -0.613
H 3.279 -0.641 1.443
H 3.685 -2.070 0.460
H 4.759 -0.737 0.651
H 2.316 -0.205 -0.206
*
```

Values from the calculation:
Kohn-Sham gap, eV: 9.52
Relative energy (zero: lowest compared OMol25 entry of this formula, charge and spin), kJ/mol: 110.4
Molecular weight, g mol⁻¹: 207.096



The following is a quantum chemistry calculation of a 5-piece molecular cluster, CH10O6 overall in a non-equilibrium geometry, from the Open Molecules 2025 dataset.

Structure (ORCA input):
```
! wB97M-V def2-TZVPD RIJCOSX def2/J DEFGRID3
* xyz 0 1
O 2.394 -0.596 1.741
C 2.397 0.005 0.693
O 1.409 1.016 0.256
H 3.075 -0.409 -0.151
H 1.122 0.651 -0.681
O -2.345 0.047 -2.086
H -2.602 0.532 -1.216
H -3.167 0.289 -2.654
O -2.099 0.806 0.323
H -1.936 0.373 1.176
H -2.147 1.756 0.570
O -0.827 -0.995 1.823
H -0.101 -1.173 1.194
H -0.270 -1.174 2.700
O 0.421 -0.275 -2.067
H 0.515 -0.854 -2.865
H -0.498 -0.040 -2.160
*
```

Values from the calculation:
Kohn-Sham gap, eV: 11.31
Relative energy (zero: lowest compared OMol25 entry of this formula, charge and spin), kJ/mol: 157.1
SMILES: O=CO.O.O.O.O
Molecular weight, g mol⁻¹: 118.085



The following is a quantum chemistry calculation of C40H53BN12O2S4Tl as an isolated structure in a non-equilibrium geometry, from the Open Molecules 2025 dataset.

Structure (ORCA input):
```
! wB97M-V def2-TZVPD RIJCOSX def2/J DEFGRID3
* xyz 1 1
Tl -0.504 2.893 -0.803
C -3.951 -4.356 0.659
C -2.587 -4.997 0.339
C -2.563 -6.476 0.742
C -2.428 -4.888 -1.171
N -1.480 -4.227 1.125
C -0.494 -4.797 1.900
C 0.177 -3.802 2.511
N -0.233 -2.609 2.018
B 0.553 -1.234 2.286
N 1.905 -1.548 3.042
C 1.949 -1.742 4.383
C 2.963 -2.596 4.639
N 3.642 -2.874 3.490
C 2.985 -2.233 2.449
S 3.551 -2.164 0.915
C 4.721 -3.924 3.430
C 4.246 -5.144 2.702
C 5.206 -4.317 4.879
C 5.974 -3.408 2.657
N -0.287 -0.230 3.240
C -1.194 -0.712 4.090
C -1.780 0.302 4.766
N -1.078 1.475 4.430
C -0.148 1.186 3.392
S 0.583 2.214 2.383
C -1.289 2.844 5.103
C -2.202 2.615 6.336
C 0.046 3.480 5.333
C -2.097 3.763 4.063
C -1.323 -2.861 1.169
S -2.167 -1.725 0.386
H -4.805 -4.993 0.387
H -4.117 -3.407 0.190
H -4.053 -4.210 1.737
H -3.425 -6.925 0.268
H -2.639 -6.611 1.824
H -1.703 -7.032 0.329
H -3.399 -5.074 -1.708
H -1.640 -5.485 -1.581
H -2.145 -3.830 -1.344
H -0.345 -5.854 1.888
H 0.914 -3.853 3.307
H 0.807 -0.595 1.294
H 1.270 -1.249 5.086
H 3.174 -3.068 5.609
H 3.367 -5.655 3.212
H 5.082 -5.872 2.727
H 4.099 -4.847 1.621
H 4.373 -4.477 5.567
H 5.882 -3.563 5.326
H 5.730 -5.220 4.903
H 5.854 -3.509 1.529
H 6.802 -4.054 2.966
H 6.225 -2.371 2.908
H -1.493 -1.770 4.146
H -2.690 0.350 5.332
H -1.987 1.648 6.812
H -3.235 2.708 6.050
H -1.999 3.397 7.064
H 0.814 2.757 5.659
H 0.082 4.391 6.019
H 0.413 3.947 4.407
H -2.995 3.180 3.721
H -1.426 3.940 3.205
H -2.434 4.685 4.540
O -1.677 -1.038 -2.808
C -1.603 0.188 -3.011
N -0.525 0.943 -2.669
C 0.484 1.303 -3.504
O 0.284 1.795 -4.654
C 1.845 1.215 -3.051
C 2.804 0.661 -3.903
C 4.108 0.673 -3.511
C 4.368 1.173 -2.218
C 3.362 1.671 -1.386
N 2.118 1.731 -1.800
C -2.857 0.729 -3.696
C -3.551 -0.192 -4.576
C -4.585 0.413 -5.321
C -4.985 1.722 -5.037
C -4.347 2.435 -3.994
N -3.276 1.955 -3.389
H 2.433 0.202 -4.839
H 4.939 0.397 -4.166
H 5.372 1.110 -1.939
H 3.630 1.901 -0.313
H -3.250 -1.232 -4.599
H -5.129 -0.095 -6.073
H -5.814 2.215 -5.570
H -4.607 3.494 -3.764
N -2.569 1.477 0.334
H -3.438 1.719 -0.092
H -2.766 1.359 1.335
H -2.327 0.549 0.063
N -1.228 6.676 -4.017
C -1.315 5.392 -3.687
S -2.179 4.927 -2.308
N -0.835 4.530 -4.630
C 0.067 4.760 -5.647
C -0.037 3.970 -6.798
C 0.798 4.164 -7.895
C 1.817 5.129 -7.850
C 1.899 5.928 -6.716
C 1.017 5.790 -5.638
H -1.627 7.368 -3.375
H -1.187 6.947 -4.994
H -0.980 3.528 -4.435
H -0.740 3.143 -6.887
H 0.682 3.568 -8.796
H 2.552 5.203 -8.631
H 2.609 6.709 -6.700
H 1.194 6.408 -4.729
*
```

Values from the calculation:
Kohn-Sham gap (alpha / beta), eV: 3.63 / 3.78
Relative energy (zero: lowest compared OMol25 entry of this formula, charge and spin), kJ/mol: 0.0
Molecular weight, g mol⁻¹: 1077.409



The following is a quantum chemistry calculation of one molecule with the formula C4H6NOP in a non-equilibrium geometry, from the Open Molecules 2025 dataset.

Structure (ORCA input):
```
! wB97M-V def2-TZVPD RIJCOSX def2/J DEFGRID3
* xyz 0 1
H 3.687 1.634 0.605
P 3.715 0.414 0.064
C 2.147 -0.054 0.203
C 0.824 0.162 0.912
N 0.242 -0.900 0.286
C -1.208 -1.203 0.362
C 1.175 -1.430 -0.459
O 1.152 -2.341 -1.222
H 0.704 0.192 2.018
H 0.403 1.172 0.503
H -1.732 -0.360 -0.134
H -1.271 -1.998 -0.320
H -1.384 -1.530 1.393
*
```

Values from the calculation:
Kohn-Sham gap, eV: 9.23
Relative energy (zero: lowest compared OMol25 entry of this formula, charge and spin), kJ/mol: 202.2
SMILES: [H]/P=C1\CN(C)C1=O
Molecular weight, g mol⁻¹: 115.072



Per-record energy, eV: -209202.87740; -19633.34217; -13483.67600; -113022.00600; -17068.43029